# 1
This record from OMol25 describes a molecular structure, C4H4O2. The level of theory is wB97M-V/def2-TZVPD.

Summary:
**E_LUMO**: 0.873 eV
**Orbital gap**: 10.33 eV
**Total charge**: 0
**Spin multiplicity**: 1

Structure (XYZ):
```
10
Properties=species:S:1:pos:R:3:lowdin_charge:R:1
O -0.1532 2.4439 -0.6342 0.088
C -0.1946 1.5829 0.2033 -0.220
C -0.6090 -0.8452 0.1030 0.002
C 0.2494 -1.3900 -0.7529 -0.113
O 1.1948 -0.3857 -0.8144 0.002
C 0.4343 0.2348 0.2579 -0.285
H -1.5794 -1.0551 0.5244 0.105
H -0.8296 1.6595 1.1169 0.136
H 0.4409 -2.3667 -1.1636 0.122
H 1.0463 0.1216 1.1596 0.164
```



# 2
This record from OMol25 describes a molecular structure, C7H28MnN14O7 in a non-equilibrium geometry. The level of theory is wB97M-V/def2-TZVPD.

Summary:
**E_LUMO (alpha / beta)**: -4.229 / -4.230 eV
**Orbital gap (alpha / beta)**: 9.97 / 10.42 eV
**Total charge**: +2
**Spin multiplicity**: 6

Structure (XYZ):
```
57
Properties=species:S:1:pos:R:3:lowdin_spin:R:1
Mn -17.2873 3.7819 -15.8550 4.726
C -20.1773 2.1609 -16.0365 0.008
O -19.0660 2.6803 -16.0031 0.034
N -20.8270 1.9230 -17.2284 0.002
N -20.9041 1.7946 -14.9488 0.003
H -20.3032 2.2145 -18.0387 0.000
H -21.3519 1.0738 -17.3591 0.000
H -20.6787 2.1213 -14.0275 0.000
H -21.7940 1.3882 -15.1702 0.000
C -16.8031 6.1903 -18.2839 0.005
O -16.8417 5.2335 -17.5118 0.026
N -17.2219 7.4314 -17.9056 0.001
N -16.2914 6.1187 -19.5504 0.001
H -17.4383 8.0919 -18.6306 0.000
H -17.7786 7.3119 -17.0685 0.000
H -15.9746 5.2501 -19.9421 0.000
H -16.3694 6.8348 -20.2500 0.000
C -19.5820 6.0834 -14.8987 0.007
O -18.7519 5.3218 -15.3978 0.028
N -20.8173 5.6747 -14.4881 0.002
N -19.3191 7.3732 -14.5477 0.002
H -21.2140 4.7759 -14.6967 0.000
H -21.4751 6.3299 -14.1090 0.000
H -18.4227 7.8164 -14.6532 0.000
H -20.0928 8.0141 -14.6105 0.000
C -15.4117 6.2114 -14.3431 0.005
O -15.8821 5.3673 -15.1201 0.027
N -14.3962 7.0112 -14.6795 0.001
N -15.9387 6.4162 -13.1038 0.000
H -14.1148 6.9504 -15.6462 0.000
H -13.9498 7.6967 -14.1013 0.000
H -16.7323 5.8869 -12.7880 0.000
H -15.4381 6.8780 -12.3652 0.000
C -17.8511 2.4247 -12.7527 0.004
O -17.7320 3.2573 -13.6504 0.025
N -17.5831 1.1016 -12.7971 0.000
N -18.3859 2.8197 -11.5492 0.001
H -17.4617 0.5972 -11.9396 0.000
H -17.2701 0.7201 -13.6701 0.000
H -18.7656 2.2245 -10.8358 0.000
H -18.5750 3.7991 -11.4332 0.000
C -14.5441 2.4282 -14.6007 0.007
O -15.5549 2.6107 -15.3070 0.031
N -14.4065 1.3327 -13.8032 0.002
N -13.5550 3.3260 -14.5471 0.002
H -13.4649 1.1161 -13.5231 0.000
H -15.0746 0.5949 -13.8736 0.000
H -12.7493 3.0662 -14.0035 0.000
H -13.5004 4.1500 -15.1139 0.000
C -16.9818 1.6549 -18.3388 0.008
O -16.8680 2.6102 -17.5611 0.032
N -17.1049 0.3829 -17.8816 0.002
N -17.0528 1.8217 -19.6797 0.003
H -17.3797 -0.3491 -18.5095 0.000
H -16.8478 0.2069 -16.9301 0.000
H -17.4431 1.0995 -20.2620 0.000
H -17.1924 2.7503 -20.0368 0.000
```



# 3
This record from OMol25 describes a molecular structure, C2H4LiOSm in a non-equilibrium geometry. The level of theory is wB97M-V/def2-TZVPD.

Summary:
**E_LUMO (alpha / beta)**: -4.244 / -4.185 eV
**Orbital gap (alpha / beta)**: 6.34 / 6.37 eV
**Total charge**: +1
**Spin multiplicity**: 7

Structure (XYZ):
```
9
Properties=species:S:1:pos:R:3:lowdin_spin:R:1
C -1.7163 -0.4628 0.2921 -0.003
H -2.1944 -0.8415 1.2127 0.000
C -0.8301 -1.4296 -0.3971 -0.026
H -0.7959 -2.4250 0.0659 -0.001
H -0.9410 -1.4721 -1.4913 -0.001
O -1.1306 0.8025 0.5983 -0.020
Li -2.2587 2.1803 0.8737 0.001
Sm 1.1127 0.3420 0.0493 6.051
H -2.8037 -0.0379 -0.2573 -0.001
```



# 4
This record from OMol25 describes 7 unconnected molecules or ions with the total composition C47H86BINO18S6 in a non-equilibrium geometry. The level of theory is wB97M-V/def2-TZVPD.

Summary:
**E_LUMO**: 1.750 eV
**Orbital gap**: 5.44 eV
**Total charge**: -1
**Spin multiplicity**: 1

Structure (XYZ):
```
160
Properties=species:S:1:pos:R:3:lowdin_charge:R:1
C 1.9335 -0.0619 3.4956 -0.123
C 0.9804 -1.2151 2.8848 -0.226
C 1.8688 -2.0965 1.8788 -0.189
C 2.3088 -1.3478 0.5343 -0.119
C 1.3100 -1.5409 -0.7064 -0.274
C 1.1873 -3.1322 -0.9897 -0.084
O -0.0476 -3.6027 -0.3846 -0.070
C -0.7673 -4.4803 -1.2321 -0.394
C -2.2667 -4.0021 -1.6013 0.006
O -0.2665 -5.5655 -1.6170 0.031
O 0.0049 -1.2373 -0.0967 -0.036
B -0.3827 0.0532 -0.6849 -0.780
C -1.3984 1.0642 0.1134 -0.097
C -2.9449 0.7344 -0.2719 -0.311
C -3.9562 1.9283 0.1018 -0.605
I -5.4925 2.1716 -1.4828 0.554
O 0.7617 0.6391 -1.4430 -0.036
C 1.4659 -0.5244 -2.0014 -0.309
C 2.9945 -0.0353 -1.9270 -0.112
C 3.5162 0.7181 -3.2617 -0.189
C 3.0753 2.2839 -3.2434 -0.153
C 3.6503 3.0980 -4.5232 -0.156
N 2.5203 3.2208 -5.5024 -0.180
C 2.4622 2.2760 -6.6060 -0.078
C 1.1783 2.6664 -7.3737 -0.099
C 0.5612 3.8884 -6.6205 -0.093
C 1.4810 4.2363 -5.4141 -0.038
C 0.8653 -1.0829 -3.3731 -0.087
C 0.4113 0.0379 -4.4230 -0.065
C -0.9636 0.7710 -4.0842 -0.382
O -0.9295 2.0328 -3.9315 0.003
O -2.2297 0.1498 -3.9883 0.014
H 3.0186 -0.4858 3.5301 0.045
H 1.8525 0.8473 2.7897 0.080
H 1.6184 0.1918 4.5621 0.055
H 0.0096 -0.8403 2.4184 0.098
H 0.6648 -1.9284 3.7431 0.087
H 1.3379 -3.0953 1.7306 0.105
H 2.8462 -2.3423 2.4474 0.091
H 2.3548 -0.2217 0.7544 0.120
H 3.3981 -1.6551 0.2839 0.114
H 1.3381 -3.4438 -2.0754 0.127
H 2.0452 -3.6343 -0.3946 0.132
H -2.8091 -4.7641 -2.2474 0.063
H -2.2495 -2.9705 -2.1017 0.095
H -2.8909 -3.8624 -0.6390 0.099
H -1.0856 -0.3076 -1.6125 0.097
H -1.2494 1.0557 1.2476 0.086
H -1.2165 2.1266 -0.3147 0.109
H -3.0708 0.5095 -1.3902 0.052
H -3.3308 -0.2051 0.2747 0.114
H -3.4601 2.9582 0.1749 0.044
H -4.5740 1.7144 1.0531 0.039
H 3.6897 -0.9542 -1.8091 0.119
H 3.1455 0.7247 -1.0729 0.129
H 3.2152 0.2018 -4.2337 0.093
H 4.6720 0.7408 -3.2217 0.105
H 1.9278 2.3342 -3.3138 0.106
H 3.3839 2.7916 -2.2549 0.121
H 3.8958 4.1586 -4.1358 0.077
H 4.5831 2.6318 -4.9846 0.125
H 3.2230 1.4516 -6.7611 0.108
H 0.8201 2.0959 -8.2890 0.060
H -0.4031 4.4250 -6.9130 0.066
H 1.3613 5.0746 -4.6563 0.117
H 1.6553 -1.7463 -3.8627 0.120
H -0.0184 -1.7627 -3.1012 0.124
H 1.1798 0.8473 -4.6370 0.081
H 0.2425 -0.5109 -5.4297 0.129
H -2.8772 0.8916 -3.8625 0.106
C 7.5087 7.8176 -4.2652 -0.227
C 7.0230 8.5170 -2.9938 -0.222
C 5.8363 7.7159 -2.4542 -0.222
S 6.0862 6.0276 -2.9927 0.681
O 5.0339 5.6798 -3.9205 -0.332
O 6.4083 5.2056 -1.8497 -0.314
C 7.5787 6.3357 -3.9207 -0.233
H 8.4779 8.1993 -4.5929 0.115
H 6.7894 7.9808 -5.0742 0.121
H 7.8289 8.5261 -2.2526 0.117
H 6.7429 9.5552 -3.1855 0.114
H 5.7926 7.7449 -1.3651 0.106
H 4.8923 8.0678 -2.8737 0.107
H 7.6103 5.6912 -4.7989 0.111
H 8.4275 6.1231 -3.2671 0.109
C 4.3479 -3.1115 7.4992 -0.226
C 5.8515 -2.8447 7.4045 -0.224
C 6.1101 -2.1469 6.0676 -0.225
S 4.6062 -1.2630 5.6652 0.676
O 4.0291 -1.8533 4.4789 -0.335
O 4.8411 0.1576 5.7850 -0.317
C 3.6702 -1.8133 7.0809 -0.225
H 4.0520 -3.4117 8.5066 0.115
H 4.0718 -3.9170 6.8109 0.121
H 6.1578 -2.1902 8.2271 0.116
H 6.4316 -3.7668 7.4863 0.112
H 6.9374 -1.4398 6.1360 0.103
H 6.3016 -2.8676 5.2708 0.106
H 2.6234 -1.9438 6.8066 0.109
H 3.7637 -1.0524 7.8588 0.111
C -3.3093 2.3640 -8.6586 -0.219
C -2.9898 0.8878 -8.9000 -0.214
C -3.2607 0.5955 -10.3775 -0.228
S -3.0055 2.1384 -11.2480 0.663
O -4.2704 2.5716 -11.7978 -0.331
O -1.8088 2.0390 -12.0533 -0.333
C -2.6494 3.1223 -9.8030 -0.234
H -2.9428 2.7044 -7.6879 0.117
H -4.3934 2.5164 -8.6838 0.119
H -1.9347 0.7021 -8.6749 0.116
H -3.5817 0.2355 -8.2542 0.117
H -2.5778 -0.1582 -10.7707 0.103
H -4.2935 0.2827 -10.5407 0.103
H -3.0421 4.1304 -9.9333 0.109
H -1.5644 3.1538 -9.6798 0.102
C -3.5081 -2.7981 6.0059 -0.224
C -3.8356 -1.5521 5.1804 -0.213
C -3.1266 -0.3665 5.8382 -0.218
S -1.6853 -1.0381 6.6586 0.673
O -1.8454 -0.8666 8.0872 -0.334
O -0.4976 -0.6092 5.9600 -0.317
C -2.0065 -2.7459 6.2543 -0.229
H -3.7972 -3.7149 5.4881 0.118
H -4.0474 -2.7627 6.9585 0.116
H -3.4633 -1.6834 4.1594 0.125
H -4.9125 -1.3810 5.1167 0.115
H -2.8110 0.3730 5.1014 0.109
H -3.7557 0.1068 6.5943 0.103
H -1.6834 -3.3890 7.0728 0.107
H -1.4487 -2.9838 5.3456 0.109
C -7.4050 -5.6819 -3.5519 -0.229
C -7.7503 -4.4213 -4.3477 -0.223
C -7.0428 -3.2443 -3.6730 -0.222
S -5.5878 -3.9222 -2.8817 0.654
O -5.7343 -3.7823 -1.4516 -0.316
O -4.4110 -3.4701 -3.5847 -0.322
C -5.9010 -5.6240 -3.3182 -0.235
H -7.6932 -6.5901 -4.0856 0.113
H -7.9340 -5.6701 -2.5934 0.119
H -7.3882 -4.5290 -5.3754 0.117
H -8.8292 -4.2570 -4.3964 0.112
H -6.7405 -2.4874 -4.3973 0.106
H -7.6671 -2.7916 -2.9007 0.107
H -5.5648 -6.2814 -2.5169 0.110
H -5.3515 -5.8392 -4.2373 0.111
C -2.3459 -0.8074 11.1617 -0.236
C -2.8683 -0.1221 12.4262 -0.220
C -2.3768 -0.9352 13.6254 -0.232
S -0.8529 -1.7180 13.1074 0.665
O -1.0574 -3.1486 13.0784 -0.328
O 0.2568 -1.1122 13.8095 -0.335
C -0.8782 -1.1083 11.4310 -0.232
H -2.4700 -0.1789 10.2791 0.094
H -2.8949 -1.7396 10.9933 0.124
H -2.4668 0.8951 12.4813 0.118
H -3.9579 -0.0442 12.4229 0.113
H -2.1811 -0.2999 14.4900 0.101
H -3.0855 -1.7205 13.8941 0.103
H -0.4624 -1.8562 10.7567 0.108
H -0.2774 -0.1968 11.3984 0.113
```



# 5
This record from OMol25 describes a molecular structure, C21H37Br2LaN5O5P2S4Sb in a non-equilibrium geometry. The level of theory is wB97M-V/def2-TZVPD.

Summary:
**E_LUMO (alpha / beta)**: 2.905 / 2.898 eV
**Orbital gap (alpha / beta)**: 1.72 / 1.51 eV
**Total charge**: -2
**Spin multiplicity**: 1

Structure (XYZ):
```
78
Properties=species:S:1:pos:R:3:lowdin_charge:R:1
La 10.8841 10.8612 10.8579 1.886
S 12.3275 10.8082 4.5113 -0.307
Sb 12.0303 9.0896 6.2644 0.110
S 12.5000 11.1677 8.1524 -0.292
S 12.9851 11.5890 6.3101 -0.436
S 13.8639 7.7828 6.8777 -0.411
Br 12.4079 10.9761 15.8986 0.658
C 13.3906 9.9765 14.6561 -0.668
C 14.3878 9.0917 15.0135 -0.233
C 14.8478 8.1766 14.0562 -0.689
Br 15.9252 6.7409 14.5888 0.678
C 14.2945 8.0508 12.7713 -0.237
C 14.6641 7.0506 11.8306 -0.155
C 14.0180 7.0196 10.6392 -0.125
C 13.1639 8.0809 10.2720 -0.216
N 12.7027 8.9738 11.1441 -0.079
C 13.3316 9.0401 12.3512 -0.181
C 12.9334 10.0757 13.2816 -0.480
O 12.1637 11.0181 12.9133 -0.326
H 14.8927 9.0763 15.9951 0.083
H 15.5289 6.3475 11.9551 0.061
H 14.2982 6.2901 9.8766 0.083
H 12.8590 8.2656 9.2567 -0.023
C 8.6607 13.8726 14.0557 -0.077
N 7.9796 14.0667 12.7656 -0.310
C 6.5254 14.0386 12.8385 -0.082
P 9.0095 14.0603 11.5594 0.502
O 10.0719 12.9845 11.7359 -0.434
O 8.1010 13.6687 10.2649 -0.271
P 8.2691 12.8625 8.8328 0.543
O 9.4009 11.8711 9.1579 -0.474
N 6.8358 12.2197 8.4195 -0.295
C 6.0987 11.4367 9.4405 -0.077
C 6.7913 11.6617 7.0471 -0.071
N 8.7629 14.0365 7.7918 -0.285
C 10.1998 14.0663 7.3850 -0.070
C 7.7891 15.0809 7.3380 -0.094
N 9.7602 15.5205 11.3531 -0.285
C 10.9482 15.6814 10.5262 -0.084
C 9.2942 16.7014 12.0994 -0.096
H 8.2326 14.6032 14.7373 0.075
H 9.7297 14.1366 13.8454 0.100
H 8.5621 12.8613 14.4809 0.107
H 6.1904 14.4123 13.8094 0.079
H 6.0771 13.0315 12.7088 0.089
H 6.1276 14.6926 12.0636 0.079
H 5.6873 12.1497 10.1731 0.075
H 6.7995 10.7126 9.9661 0.072
H 5.2701 10.9254 9.0456 0.063
H 6.8377 12.5180 6.3588 0.063
H 5.8553 11.1338 6.9603 0.073
H 7.7237 11.0149 6.8412 0.126
H 10.8247 14.2348 8.2248 0.034
H 10.2832 14.8239 6.5896 0.090
H 10.4524 13.1042 6.8890 0.063
H 8.3458 16.0341 7.0333 0.098
H 7.1334 15.3093 8.1770 0.062
H 7.2419 14.7623 6.4234 0.069
H 10.7202 16.1514 9.5971 0.061
H 11.4254 14.7027 10.3207 0.093
H 11.6804 16.3787 11.0005 0.100
H 10.1048 17.1287 12.6828 0.077
H 8.5247 16.4599 12.8464 0.069
H 8.8910 17.4126 11.3083 0.100
C 9.1557 7.3248 12.3926 -0.028
C 8.4791 8.4473 11.5152 -0.717
C 7.2513 9.0071 12.1425 -0.088
C 8.0427 7.8416 10.1205 -0.043
O 9.3957 9.4967 11.3398 -0.506
H 8.3887 6.5272 12.7158 0.092
H 9.5330 7.8728 13.2575 0.072
H 10.0324 6.7927 11.9395 0.094
H 6.4566 8.2047 12.2654 0.090
H 6.7023 9.9551 11.6778 0.089
H 7.5425 9.3488 13.1468 0.075
H 7.2089 7.1387 10.1770 0.063
H 8.8365 7.2289 9.6817 0.076
H 7.8413 8.6234 9.3481 0.073
```



# 6
This record from OMol25 describes a molecular structure, C24H31LuN5O8 in a non-equilibrium geometry. The level of theory is wB97M-V/def2-TZVPD.

Summary:
**E_LUMO**: -2.488 eV
**Orbital gap**: 9.00 eV
**Total charge**: +1
**Spin multiplicity**: 1

Structure (XYZ):
```
69
Properties=species:S:1:pos:R:3:lowdin_charge:R:1
Lu 0.4641 0.2614 -0.0344 1.702
C -2.3172 -0.6498 -1.9402 -0.132
C -2.8652 -1.1505 -0.5981 -0.154
O -2.0452 -0.6002 0.4194 -0.213
C -2.3868 -1.0784 1.7080 -0.162
C -1.2925 -0.6175 2.6665 -0.151
O 0.0043 -0.9713 2.2030 -0.223
C 0.3414 -2.3451 2.3373 -0.137
C 0.1522 -3.1553 1.0319 -0.149
O 0.1981 -2.2959 -0.0945 -0.238
C -0.1504 -2.9723 -1.2968 -0.142
C -0.3148 -1.9368 -2.4225 -0.132
O -0.9008 -0.7211 -1.9807 -0.230
H -2.5550 0.4147 -2.0521 0.131
H -2.7714 -1.2164 -2.7618 0.142
H -2.8366 -2.2506 -0.5534 0.127
H -3.9102 -0.8350 -0.4727 0.140
H -2.4545 -2.1776 1.6964 0.130
H -3.3565 -0.6795 2.0334 0.136
H -1.4695 -1.0293 3.6664 0.143
H -1.2893 0.4753 2.7022 0.102
H -0.2506 -2.8117 3.1326 0.139
H 1.3916 -2.3772 2.6450 0.120
H -0.8117 -3.6877 1.0541 0.127
H 0.9439 -3.9124 0.9611 0.140
H -1.0850 -3.5322 -1.1496 0.126
H 0.6334 -3.6883 -1.5785 0.146
H -0.8895 -2.3703 -3.2490 0.145
H 0.6734 -1.6470 -2.7898 0.121
C -2.3833 4.2574 2.9967 -0.002
C -1.9153 3.1820 2.0703 -0.299
N -2.6729 2.2845 1.5607 0.039
O -4.0087 2.3096 1.9694 -0.028
C -0.5131 3.1071 1.6663 -0.280
C 0.3616 4.3137 1.7807 0.000
N -0.1034 1.9570 1.2392 -0.133
O 1.1673 1.8224 0.8483 -0.327
H -3.2042 3.8669 3.5968 0.085
H -2.7691 5.0991 2.4197 0.103
H -1.5862 4.6184 3.6399 0.082
H -4.4495 1.6677 1.3967 0.093
H -0.1471 5.1975 1.4015 0.094
H 1.2772 4.1431 1.2157 0.082
H 0.6320 4.4830 2.8217 0.094
O 2.2394 0.5114 -3.7026 0.099
C 1.6893 0.7659 -2.6479 -0.587
O 1.7441 0.0615 -1.5838 -0.189
C 0.8106 2.0193 -2.5561 -0.161
C 1.0353 3.0895 -3.4161 0.025
C 0.2240 4.2064 -3.3187 -0.027
C -0.7925 4.1992 -2.3732 -0.035
C -0.9577 3.0804 -1.5737 -0.115
N -0.1745 2.0035 -1.6477 0.032
H 1.8414 3.0228 -4.1299 0.127
H 0.3692 5.0645 -3.9587 0.117
H -1.4504 5.0470 -2.2589 0.111
H -1.7486 3.0348 -0.8333 0.101
N 5.7730 -3.9794 -0.1573 0.189
C 5.2316 -3.1002 0.3348 -0.179
C 4.5261 -2.0561 0.9823 -0.187
C 4.9779 -1.5274 2.1917 0.017
C 4.2083 -0.5496 2.7964 -0.017
C 3.0290 -0.1450 2.1866 -0.107
N 2.5838 -0.6546 1.0342 0.000
C 3.3273 -1.5822 0.4419 -0.061
H 5.8981 -1.8793 2.6324 0.132
H 4.5204 -0.1118 3.7324 0.117
H 2.4098 0.6235 2.6336 0.114
H 2.9584 -1.9657 -0.5011 0.127
```



- Which value of total charge does entry 2 give?
  +2



- Which formula does entry 4 have?
  C47H86BINO18S6



- Which value of spin multiplicity does entry 2 give?
  6